Here is one molecule with the formula C3H4FNOS in a non-equilibrium geometry from the Open Molecules 2025 dataset. Energies are from wB97M-V/def2-TZVPD.

```
11
Properties=species:S:1:pos:R:3:forces:R:3
O -2.334 -0.697 1.892 1.14 0.40 0.49
N -2.444 -0.576 0.558 -0.90 -0.32 -0.59
C -1.509 -0.056 -0.104 0.62 0.24 -0.30
S -0.003 0.606 0.598 -0.13 0.10 0.14
C 1.178 -0.235 -0.395 -0.16 0.29 0.10
C 1.941 0.459 -1.210 -0.03 1.05 -0.62
F 2.895 -0.106 -1.954 0.07 -0.15 0.10
H -1.410 -0.398 2.108 -0.66 -0.31 0.23
H -1.619 0.008 -1.181 -0.07 -0.02 0.09
H 1.306 -1.286 -0.290 0.05 -0.67 0.11
H 1.849 1.538 -1.408 0.07 -0.59 0.25
```
Forces are in eV/Å.

Results
Kohn-Sham gap (eV): 10.17
Multiplicity: 1
E_LUMO (eV): 0.69
SMILES string: O/N=C\S/C=C/F

---

Here is C3H4FNOS as an isolated structure in a non-equilibrium geometry from the Open Molecules 2025 dataset. Energies are from wB97M-V/def2-TZVPD.

```
11
Properties=species:S:1:pos:R:3:forces:R:3
C 0.472 -0.423 -0.926 2.68 -1.20 0.07
C 0.648 -0.769 0.626 2.02 -2.30 1.93
C -0.200 0.401 0.999 0.24 -1.49 -2.51
H -1.781 2.182 -0.842 2.36 -5.27 -1.59
H 0.023 -1.118 -1.654 0.09 -0.20 0.72
H 1.376 0.032 -1.451 -0.99 -0.26 0.95
H -0.019 -1.577 1.073 1.47 0.19 -1.23
N -0.444 0.440 -0.353 -2.26 3.72 -0.01
O -1.322 1.040 -1.281 -2.14 4.90 2.61
F 1.951 -0.854 1.329 -2.51 0.23 -2.06
S -0.703 0.646 2.481 -0.97 1.67 1.12
```
Forces are in eV/Å.

Results
Kohn-Sham gap (eV): 8.33
Multiplicity: 1
E_LUMO (eV): -0.54

---

Here is one molecule with the formula C3H4FNOS in a non-equilibrium geometry from the Open Molecules 2025 dataset. Energies are from wB97M-V/def2-TZVPD.

```
11
Properties=species:S:1:pos:R:3:forces:R:3
O -1.722 -0.658 1.750 0.38 1.84 -0.03
C -1.121 0.362 1.439 0.50 -1.93 -0.31
C -0.125 0.317 0.304 -0.29 -0.98 -0.29
C 0.062 -1.026 -0.465 -1.19 0.88 1.18
F -0.030 -0.770 -1.818 0.08 -0.23 -0.34
N 0.509 1.396 0.104 -0.01 0.07 0.22
S 1.705 1.660 -1.004 0.05 -0.64 -0.93
H -1.111 1.338 1.960 -0.48 -0.23 0.09
H -0.739 -1.726 -0.170 0.31 0.40 -0.20
H 1.011 -1.482 -0.211 0.43 0.05 -0.17
H 1.561 0.589 -1.889 0.21 0.78 0.79
```
Forces are in eV/Å.

Results
Kohn-Sham gap (eV): 9.10
Multiplicity: 1
E_LUMO (eV): -0.45
SMILES string: O=C/C(CF)=N/S

---

Here is a 2-piece molecular cluster, C3H4FO2 overall in a non-equilibrium geometry from the Open Molecules 2025 dataset. Energies are from wB97M-V/def2-TZVPD.

```
10
Properties=species:S:1:pos:R:3:forces:R:3
C 1.672 -0.169 -1.310 2.31 0.31 -0.16
C -0.828 1.058 0.820 0.49 1.65 -0.57
C -1.126 -0.270 0.992 -3.61 -4.66 -1.97
O -0.555 2.099 0.565 0.08 0.82 0.07
O 0.612 -0.369 -0.802 -0.55 0.11 -0.36
F -2.450 -0.584 0.574 0.30 1.34 0.51
H 2.114 -0.932 -2.038 -0.27 1.19 0.68
H 2.240 0.762 -0.924 -0.27 -1.25 -1.16
H -0.620 -0.864 0.198 0.65 0.59 0.94
H -1.058 -0.731 1.924 0.86 -0.10 2.01
```
Forces are in eV/Å.

Results
Kohn-Sham gap (eV): 8.80
Multiplicity: 1
E_LUMO (eV): -6.60
Total charge: +1

---

Here is a 2-piece molecular cluster, C3H4FO3S overall in a non-equilibrium geometry from the Open Molecules 2025 dataset. Energies are from wB97M-V/def2-TZVPD.

```
12
Properties=species:S:1:pos:R:3:forces:R:3
C -1.709 1.536 -0.596 -0.52 -0.06 1.00
C -1.107 0.376 -0.131 -0.75 0.16 -2.33
C -0.534 0.255 1.132 1.15 0.08 -0.57
O 3.304 -0.848 -0.547 0.32 0.36 0.40
O 1.400 -1.978 -1.497 -0.61 -0.28 0.14
O 2.143 -2.565 0.836 -0.32 0.99 -1.00
F -0.722 1.269 1.982 -0.70 1.03 0.49
S 2.038 -1.528 -0.251 0.65 -1.07 0.40
H -2.407 1.636 -1.429 0.66 -0.56 -0.13
H -1.678 2.416 0.007 0.03 0.50 0.44
H -1.113 -0.358 -0.985 0.61 -0.13 1.79
H 0.384 -0.211 1.480 -0.52 -1.04 -0.63
```
Forces are in eV/Å.

Results
Kohn-Sham gap (alpha / beta) (eV): 8.55 / 6.38
Multiplicity: 1
E_LUMO (alpha / beta) (eV): 3.59 / 2.62
Total charge: -1

---

Here is C3H4GaO2 as an isolated structure in a non-equilibrium geometry from the Open Molecules 2025 dataset. Energies are from wB97M-V/def2-TZVPD.

```
10
Properties=species:S:1:pos:R:3:forces:R:3
C -1.745 0.621 0.332 -2.92 2.56 -1.90
C -0.958 0.123 -0.659 1.38 -2.65 -0.39
H -1.361 -0.085 -1.651 -0.09 -0.18 -0.22
H 0.083 -0.109 -0.430 0.31 0.09 -0.38
C -0.886 1.730 0.907 -0.62 -1.08 2.04
O -0.675 2.825 0.368 -4.02 -6.75 -1.41
Ga 0.057 4.240 0.578 4.13 8.56 0.92
H -0.443 1.502 1.888 0.41 -0.14 -0.03
O -3.059 0.797 0.208 2.70 0.63 1.82
H -3.531 -0.006 0.465 -1.29 -1.06 -0.46
```
Forces are in eV/Å.

Results
Kohn-Sham gap (alpha / beta) (eV): 7.44 / 8.14
Multiplicity: 1
E_LUMO (alpha / beta) (eV): -18.73 / -18.40
Total charge: +3

---

Here is C3H4GdLiO4 as an isolated structure in a non-equilibrium geometry from the Open Molecules 2025 dataset. Energies are from wB97M-V/def2-TZVPD.

```
13
Properties=species:S:1:pos:R:3:forces:R:3
O 2.205 1.352 0.382 -0.99 0.52 -0.45
C 1.426 0.516 -0.146 5.05 -1.55 -0.18
O 1.878 -0.385 -0.895 -0.87 0.29 0.04
Gd 4.221 0.605 -0.821 -0.68 -0.08 0.19
O 0.141 0.552 0.222 -1.30 -1.07 3.05
C -0.653 -0.977 0.558 0.77 0.95 -1.20
C -1.525 -0.154 -0.345 -5.52 4.34 -4.39
H -0.936 -1.809 1.210 0.37 0.58 2.87
H -0.014 -1.636 -0.040 -0.29 0.10 -1.19
H -1.600 -0.581 -1.364 0.17 -0.05 0.34
H -2.104 -0.740 0.800 1.13 0.51 -0.58
Li -0.844 2.275 0.650 -0.37 0.70 0.28
O -2.194 0.984 -0.210 2.54 -5.23 1.22
```
Forces are in eV/Å.

Results
Kohn-Sham gap (alpha / beta) (eV): 4.57 / 7.74
<S²>: 20.022
Multiplicity: 9
E_LUMO (alpha / beta) (eV): -15.29 / -15.28
Total charge: +3

---

Here is C3H4HgO3 as an isolated structure in a non-equilibrium geometry from the Open Molecules 2025 dataset. Energies are from wB97M-V/def2-TZVPD.

```
11
Properties=species:S:1:pos:R:3:forces:R:3
O 0.974 -0.015 -0.934 -0.28 -5.38 -2.08
C 0.162 -1.071 -0.819 -1.27 8.33 -2.18
C 0.954 0.612 0.774 -0.53 1.52 4.29
O -0.157 -1.771 -1.827 0.27 -1.80 0.45
O -0.912 -0.667 0.001 0.51 -2.95 -0.40
C -0.525 0.339 0.939 1.44 1.12 0.73
Hg -1.478 -0.310 -2.877 0.16 -0.31 0.09
H 1.253 1.660 0.696 -0.03 -0.50 -0.19
H 1.610 -0.006 1.400 -0.14 0.26 -0.38
H -1.098 1.247 0.702 -0.06 -0.32 0.05
H -0.784 -0.018 1.946 -0.06 0.02 -0.38
```
Forces are in eV/Å.

Results
Kohn-Sham gap (alpha / beta) (eV): 4.56 / 6.21
<S²>: 2.010
Multiplicity: 3
E_LUMO (alpha / beta) (eV): 0.00 / -3.91

---

Here is a 3-piece molecular cluster, C3H4IN overall from the Open Molecules 2025 dataset. Energies are from wB97M-V/def2-TZVPD.

```
9
Properties=species:S:1:pos:R:3:forces:R:3
C 0.122 -0.127 -0.148 0.04 0.26 0.30
C 0.124 0.735 0.678 0.03 -0.42 -0.28
C -2.588 2.137 -0.255 0.25 0.49 -0.06
N -3.293 1.228 -0.123 -0.40 -0.45 0.04
I 4.194 0.191 -0.058 0.17 0.64 0.10
H 0.125 -0.878 -0.881 0.00 -0.39 -0.40
H 3.908 -1.335 -0.318 -0.13 -0.64 -0.10
H 0.120 1.487 1.409 -0.01 0.47 0.39
H -3.878 0.427 -0.015 0.05 0.03 0.00
```
Forces are in eV/Å.

Results
Kohn-Sham gap (eV): 10.58
Multiplicity: 1
E_LUMO (eV): 0.79

---

Here is a 2-piece molecular cluster, C3H4INO overall in a non-equilibrium geometry from the Open Molecules 2025 dataset. Energies are from wB97M-V/def2-TZVPD.

```
10
Properties=species:S:1:pos:R:3:forces:R:3
C -0.277 -0.690 -0.729 -0.77 1.06 1.12
C -1.028 -2.465 -2.895 1.90 2.58 3.00
C 0.390 0.511 0.005 -3.13 2.30 -2.24
N 0.260 -0.994 -1.781 -0.65 -2.23 -3.22
O -0.654 -2.892 -3.875 0.68 -0.72 -1.99
I -2.749 -2.871 -1.807 -1.15 -0.28 0.59
H -1.241 -1.219 -0.395 0.99 0.85 0.08
H 0.743 0.214 0.903 1.67 -0.97 2.81
H -0.387 1.310 0.275 0.48 -1.33 -0.35
H 1.074 1.142 -0.602 -0.03 -1.27 0.20
```
Forces are in eV/Å.

Results
Kohn-Sham gap (alpha / beta) (eV): 7.49 / 7.49
Multiplicity: 1
E_LUMO (alpha / beta) (eV): -0.87 / -0.87

---

Here is one molecule with the formula C3H4INO in a non-equilibrium geometry from the Open Molecules 2025 dataset. Energies are from wB97M-V/def2-TZVPD.

```
10
Properties=species:S:1:pos:R:3:forces:R:3
I -3.095 -0.065 -0.023 0.43 -0.14 0.07
C -0.990 0.131 0.443 0.36 -1.53 1.37
C 0.015 -0.527 -0.526 1.56 -2.07 -0.75
O 0.907 0.550 -0.883 -0.60 1.28 -0.50
C 0.405 1.654 -0.245 1.46 0.32 0.27
N -0.623 1.515 0.473 -0.01 0.53 0.30
H -0.778 -0.362 1.490 -1.06 1.13 -1.91
H 0.719 -1.157 0.039 -0.62 -0.15 0.26
H -0.203 -1.238 -1.431 -0.41 2.03 1.39
H 1.057 2.589 -0.237 -1.12 -1.40 -0.51
```
Forces are in eV/Å.

Results
Kohn-Sham gap (eV): 9.96
Multiplicity: 1
E_LUMO (eV): 0.38
SMILES string: I[C@H]1COC=N1

---

Here is one molecule with the formula C3H4INO in a non-equilibrium geometry from the Open Molecules 2025 dataset. Energies are from wB97M-V/def2-TZVPD.

```
10
Properties=species:S:1:pos:R:3:forces:R:3
C 0.238 -0.117 -0.325 0.19 -0.04 -0.14
C -0.935 0.428 0.387 -0.32 0.18 0.28
N -1.936 0.858 -0.238 1.50 -0.31 -0.77
C -3.129 1.348 -0.017 -1.63 -0.38 0.35
O -3.563 2.446 -0.001 0.16 0.41 0.11
I -4.543 -0.380 0.001 0.10 0.20 0.09
H 0.381 -1.158 -0.036 0.05 -0.08 0.03
H 1.134 0.427 -0.029 0.10 0.00 0.02
H 0.103 -0.052 -1.401 0.00 0.00 -0.02
H -0.897 0.430 1.479 -0.14 0.02 0.04
```
Forces are in eV/Å.

Results
Kohn-Sham gap (eV): 9.25
Multiplicity: 1
E_LUMO (eV): -0.17
SMILES string: C/C=N/C(=O)I

---

So what do the calculations give for energy above the lowest of the compared OMol25 structures with the same formula, charge and spin? Going down the list: 65.4; 129.9; 36.3; 22.7; 56.4; 12.9; 128.2; 73.4; 65.5; 66.1; 16.0; 0.0 kcal per mole.